(1)
{
  "formula": "C4H7NO2",
  "method": "the ωB97M-V functional and the def2-TZVPD basis",
  "total_energy_ha": -361.5243,
  "fmax_ha_per_bohr": 0.08159,
  "e_above_lowest_ev": 9.7034,
  "lumo_ev": [-0.26, 0.23],
  "e_homo_ev": [-7.9, -7.9],
  "species": ["O", "O", "N", "C", "C", "C", "C", "H", "H", "H", "H", "H", "H", "H"],
  "xyz": [[-1.291, 0.500, -0.895], [0.853, -0.850, 1.276], [0.164, -0.218, -0.760], [0.865, 0.053, 0.337], [0.075, -1.901, 1.244], [0.430, 0.478, -2.015], [-0.771, 1.042, -2.057], [-0.680, 0.829, 2.655], [-0.624, -2.233, 0.494], [-0.219, 1.647, 2.493], [1.475, 0.838, 0.330], [1.270, 0.353, -2.723], [-1.376, 1.720, -2.551], [-0.171, -2.258, 2.172]]
}

***

(2)
{
  "formula": "C14H34GeO10P2Ti",
  "method": "the ωB97M-V functional and the def2-TZVPD basis",
  "total_energy_ha": -4915.5463,
  "fmax_ha_per_bohr": 0.03922,
  "e_above_lowest_ev": 0.1116,
  "multiplicity": 2,
  "lumo_ev": [-2.83, -2.55],
  "e_homo_ev": [-11.8, -12.3],
  "charge": 1,
  "species": ["Ge", "Ti", "P", "P", "O", "O", "O", "O", "O", "O", "O", "O", "O", "O", "C", "C", "C", "C", "C", "C", "C", "C", "C", "C", "C", "C", "C", "C", "H", "H", "H", "H", "H", "H", "H", "H", "H", "H", "H", "H", "H", "H", "H", "H", "H", "H", "H", "H", "H", "H", "H", "H", "H", "H", "H", "H", "H", "H", "H", "H", "H", "H"],
  "xyz": [[1.760, -1.522, 0.678], [-0.191, 0.310, -0.135], [-0.827, 3.038, -0.383], [-3.215, 1.248, -0.595], [-0.195, 2.003, -1.291], [-2.941, 3.780, -1.620], [1.642, 0.396, 0.957], [-0.368, 4.516, -0.589], [-4.599, 0.999, -0.218], [-0.111, -1.385, 1.076], [1.116, -0.882, -1.092], [-2.946, 0.990, -2.160], [-0.311, 2.646, 1.069], [-2.062, 0.494, 0.176], [2.847, 1.249, 0.950], [1.055, -3.166, -1.941], [-0.712, -1.740, 2.373], [-0.768, -1.507, -2.420], [-1.963, -2.532, 2.050], [-3.258, 3.661, 0.765], [-2.638, 3.001, -0.462], [0.280, -2.571, 3.164], [1.503, -1.197, -3.429], [2.844, 2.141, -0.281], [2.804, 2.066, 2.227], [-1.043, -0.454, 3.118], [4.082, 0.362, 0.937], [0.724, -1.719, -2.240], [-2.497, -2.778, 2.970], [4.972, 0.985, 1.039], [3.626, 2.784, 2.245], [2.103, 2.935, -0.207], [-1.896, 0.061, 2.679], [2.575, -1.319, -3.269], [3.819, 2.618, -0.384], [-0.978, -0.462, -2.669], [2.891, 1.424, 3.105], [1.225, -1.744, -4.331], [4.176, -0.193, 0.000], [1.171, -1.995, 3.430], [-0.798, 4.975, -1.331], [-0.176, 0.213, 3.118], [0.492, -3.540, -1.082], [-3.009, 3.187, -2.382], [1.297, -0.138, -3.593], [-1.313, -1.797, -1.514], [0.797, -3.785, -2.801], [-0.185, -2.905, 4.092], [-3.744, 0.622, -2.572], [-2.632, -1.951, 1.415], [-2.863, 4.668, 0.916], [-1.169, -2.110, -3.236], [0.591, -3.460, 2.611], [2.121, -3.296, -1.744], [-1.709, -3.462, 1.539], [-3.096, 3.066, 1.665], [4.080, -0.346, 1.767], [2.652, 1.561, -1.185], [-0.481, 3.252, 1.804], [1.870, 2.620, 2.298], [-4.333, 3.728, 0.603], [-1.283, -0.683, 4.158]]
}